{"formula": "C8H6Cl2MoNO3STe4", "method": "ωB97M-V/def2-TZVPD", "charge": 1, "homo_energy_ha": [-0.40886, -0.40898], "total_energy_ha": -3047.49835, "de_lowest_kj_mol": 17.5, "multiplicity": 1, "elements": ["Mo", "Te", "Te", "Te", "Te", "O", "S", "O", "N", "C", "O", "C", "C", "C", "C", "C", "C", "H", "H", "H", "H", "Cl", "C", "Cl", "H", "H"], "positions_angstrom": [[0.22655, 0.14355, 0.56118], [1.75146, 1.77872, 1.69137], [1.04321, 4.36030, 1.46749], [-0.92810, 4.22463, -0.31356], [-1.44519, 1.63561, -0.45852], [3.30658, -3.99718, -2.65908], [3.71153, -2.70636, -2.21477], [4.88564, -2.07320, -2.70951], [2.41427, -1.64317, -2.39454], [2.00308, -1.28156, -1.25021], [1.00887, -0.40358, -1.10201], [2.63736, -1.87748, -0.05006], [2.31565, -1.74114, 1.28443], [3.11773, -2.35530, 2.23932], [4.21241, -3.11513, 1.83841], [4.50856, -3.30086, 0.49118], [3.70035, -2.66925, -0.42925], [1.39773, -1.27153, 1.66872], [2.88556, -2.26041, 3.29114], [4.83012, -3.58918, 2.58914], [5.34099, -3.91904, 0.18376], [-1.36401, -0.53301, 2.52553], [-2.33593, -1.70382, 1.55421], [-1.45454, -2.06437, 0.06589], [-3.28136, -1.23003, 1.31817], [-2.44043, -2.60490, 2.14550]], "forces_ev_per_angstrom": [[-0.192, 0.397, -0.452], [-0.023, -0.185, 0.157], [0.073, 0.060, -0.057], [-0.020, 0.465, 0.019], [-0.353, -0.114, -0.203], [0.023, -0.021, -0.006], [-0.095, 0.128, -0.015], [0.026, -0.018, -0.024], [0.194, 0.044, 0.022], [-0.084, -0.061, 0.029], [-0.009, -0.365, 0.368], [0.084, 0.007, -0.070], [-0.027, -0.203, 0.172], [0.016, -0.040, -0.077], [0.036, -0.008, 0.029], [0.007, -0.019, 0.011], [0.013, -0.011, 0.014], [0.074, 0.079, 0.032], [-0.018, -0.004, -0.002], [-0.002, 0.006, 0.000], [-0.006, 0.005, -0.016], [0.286, -0.240, 0.012], [0.075, 0.082, 0.066], [-0.031, 0.022, 0.013], [-0.007, 0.001, -0.020], [-0.036, -0.008, -0.002]]}